Entry 1:
{"formula": "C17H19NO4S", "method": "ωB97M-V with the def2-TZVPD basis set", "species": ["C", "C", "C", "O", "C", "C", "C", "C", "C", "C", "C", "O", "O", "N", "C", "O", "C", "C", "C", "C", "S", "C", "C", "H", "H", "H", "H", "H", "H", "H", "H", "H", "H", "H", "H", "H", "H", "H", "H", "H", "H", "H"], "positions_angstrom": [[-3.930871, -2.590427, 0.097159], [-5.248770, -1.828728, 0.024535], [-5.148478, -0.378738, 0.509519], [-4.437481, 0.443692, -0.394977], [-3.102487, 0.656601, -0.277757], [-2.526316, 1.376133, -1.328660], [-1.182779, 1.680000, -1.323794], [-0.367265, 1.283162, -0.270280], [1.102746, 1.618787, -0.268035], [1.428815, 2.607154, 0.880356], [2.849706, 3.092449, 0.739859], [3.181979, 4.137541, 0.255440], [3.728231, 2.202134, 1.222869], [1.899100, 0.420269, -0.153081], [3.060666, 0.256948, -0.830787], [3.461671, 1.044086, -1.667365], [3.809515, -0.966657, -0.501501], [4.983381, -1.357561, -1.083775], [5.484812, -2.565825, -0.562586], [4.690405, -3.081876, 0.411848], [3.314136, -2.104163, 0.713164], [-0.942176, 0.576098, 0.775530], [-2.288982, 0.259807, 0.779195], [-4.066856, -3.603779, -0.273271], [-3.169555, -2.105222, -0.509273], [-3.573874, -2.649102, 1.123346], [-5.603617, -1.814907, -1.007580], [-5.999490, -2.334849, 0.634745], [-4.725277, -0.333397, 1.517378], [-6.153579, 0.054924, 0.542632], [-3.163147, 1.684546, -2.142471], [-0.757632, 2.231903, -2.148524], [1.385105, 2.084852, -1.218578], [0.754038, 3.459727, 0.815963], [1.308741, 2.103565, 1.839518], [4.634253, 2.501223, 1.047547], [1.659384, -0.226230, 0.582087], [5.454138, -0.782988, -1.860469], [6.394948, -3.030897, -0.896088], [4.826144, -3.982276, 0.977891], [-0.338816, 0.258721, 1.614488], [-2.684476, -0.296682, 1.613784]], "forces_ev_per_a": [[-0.20, 0.05, -0.10], [0.28, 0.33, 0.10], [-0.43, -0.43, 0.11], [0.14, 0.07, -0.19], [0.33, 0.24, -0.16], [-0.24, -0.13, 0.13], [0.04, -0.07, 0.16], [0.05, 0.01, -0.06], [-0.09, 0.29, 0.11], [0.16, -0.06, -0.34], [-0.09, 0.32, 0.09], [0.00, 0.16, -0.13], [0.28, -0.45, 0.33], [-0.13, -0.13, 0.04], [-0.11, 0.00, -0.07], [0.07, 0.13, -0.08], [0.32, -0.57, 0.23], [-0.40, 0.31, 0.06], [0.00, -0.18, 0.13], [-0.29, 0.12, 0.13], [0.44, 0.07, -0.40], [0.08, 0.16, -0.23], [-0.37, -0.12, 0.11], [0.07, -0.11, -0.02], [0.10, -0.03, -0.02], [0.10, -0.02, 0.10], [-0.12, 0.01, 0.02], [-0.09, 0.02, -0.02], [-0.03, 0.06, -0.04], [0.17, -0.03, 0.08], [-0.08, 0.03, -0.10], [0.05, 0.06, -0.11], [-0.10, -0.09, 0.16], [0.10, 0.00, 0.05], [-0.08, 0.00, 0.03], [-0.20, 0.18, -0.10], [0.02, 0.04, -0.09], [0.04, 0.15, -0.14], [0.14, -0.10, -0.03], [0.07, -0.19, 0.09], [0.06, -0.04, 0.14], [-0.06, -0.06, 0.03]], "e_tot_ha": -1413.137494, "smiles": "CCCOc1ccc([C@@H](CC(=O)O)NC(=O)c2cccs2)cc1", "e_above_lowest_kj_mol": 37.1, "max_force_ev_per_a": 0.695, "orbital_gap_ev": 9.02, "lumo_energy_ev": 0.4495}



Entry 2:
{"formula": "C5H15NO2", "method": "ωB97M-V with the def2-TZVPD basis set", "species": ["C", "N", "C", "C", "C", "C", "O", "H", "H", "H", "H", "H", "H", "H", "H", "H", "H", "H", "H", "H", "O", "H", "H"], "positions_angstrom": [[1.826291, 0.726079, -1.016015], [0.365690, 0.614244, -1.142955], [-0.193485, -0.527123, -0.390619], [-1.651356, -0.698028, -0.802727], [-0.095317, -0.278363, 1.115204], [-0.195231, -1.570969, 1.914984], [1.063565, -2.164814, 2.210281], [2.159450, 0.863314, 0.018431], [2.355389, -0.100596, -1.495838], [2.113504, 1.656332, -1.520999], [0.195197, 0.360277, -2.111414], [0.403509, -1.430251, -0.606962], [-1.762344, -0.571774, -1.878533], [-2.232395, 0.108128, -0.359139], [-2.014310, -1.702128, -0.615042], [0.840776, 0.201804, 1.378914], [-0.901455, 0.374134, 1.429148], [-0.690831, -1.408869, 2.866690], [-0.802603, -2.306355, 1.392306], [1.688758, -1.964902, 1.507827], [-1.053216, 3.456999, -0.864049], [-0.965677, 2.498776, -0.791030], [-0.453902, 3.864096, -0.238464]], "forces_ev_per_a": [[-0.17, 0.93, -0.27], [0.07, -0.64, 0.30], [0.31, 0.37, 0.24], [0.52, 0.07, -0.63], [-0.16, -0.52, 0.04], [0.09, -0.17, 0.05], [0.15, 0.07, 0.13], [-0.21, -0.29, -0.19], [0.12, -0.16, 0.20], [0.09, -0.23, -0.03], [-0.09, 0.45, -0.09], [-0.19, -0.11, -0.12], [0.13, 0.01, -0.23], [-0.30, -0.29, 0.24], [-0.30, 0.05, 0.51], [0.12, 0.14, 0.10], [-0.15, 0.34, -0.04], [0.09, 0.12, 0.22], [-0.23, -0.10, -0.27], [-0.07, -0.03, -0.08], [-0.50, 0.21, -0.28], [0.51, -0.03, 0.07], [0.15, -0.21, 0.15]], "e_tot_ha": -404.715730, "smiles": "CN[C@H](C)CCO.O", "e_above_lowest_kj_mol": 103.3, "max_force_ev_per_a": 0.984, "orbital_gap_ev": 10.45, "lumo_energy_ev": 0.7932}



Entry 3:
{"formula": "C13H20NO7P2", "method": "ωB97M-V with the def2-TZVPD basis set", "species": ["C", "C", "C", "O", "P", "C", "C", "O", "C", "C", "P", "O", "O", "O", "H", "H", "H", "H", "H", "H", "H", "H", "H", "H", "H", "H", "H", "H", "H", "C", "C", "C", "C", "C", "C", "N", "O", "O", "H", "H", "H", "H", "H"], "positions_angstrom": [[0.322042, 4.140975, -1.018798], [0.130975, 3.126895, -2.048359], [0.135060, 1.623236, -1.639945], [1.490447, 1.238488, -1.418590], [1.342530, -0.516446, -1.238730], [2.495194, -0.627172, -2.743159], [2.398535, 0.130411, -3.964374], [-0.143505, -0.701220, -2.124227], [-0.615059, 0.564692, -2.601991], [-2.131746, 0.958772, -2.399281], [-3.363942, -0.431008, -2.478568], [-4.178999, -0.371384, -3.778412], [-4.466086, -0.160972, -1.212337], [-2.740836, -1.949546, -2.190288], [-0.577553, 4.563632, -0.495969], [1.363780, 4.506473, -0.812185], [0.035040, 3.503225, -3.099120], [-0.335366, 1.491012, -0.613005], [2.593719, -0.388698, -0.456827], [1.593984, -1.941453, -1.071176], [0.718170, -0.322086, 0.049936], [3.368485, -1.351500, -2.651489], [2.749193, 1.188870, -4.081896], [1.993925, -0.397826, -4.878601], [-0.323992, 0.567867, -3.685422], [-2.405524, 1.663870, -3.236060], [-2.309385, 1.551029, -1.456405], [-5.299116, 0.058153, -1.661836], [-2.200935, -2.189315, -2.965946], [0.839246, -2.717254, 5.767163], [1.213883, -1.401164, 6.016746], [1.043297, -0.430830, 5.036562], [0.492007, -0.791211, 3.812140], [0.121415, -2.105137, 3.550610], [0.298039, -3.069863, 4.535346], [0.287097, 0.230114, 2.785152], [0.642588, 1.371912, 3.038104], [-0.227318, -0.120521, 1.740429], [0.968908, -3.471167, 6.536220], [1.636756, -1.130737, 6.977186], [1.337661, 0.590967, 5.238751], [-0.303052, -2.387394, 2.595050], [0.010425, -4.096700, 4.343611]], "forces_ev_per_a": [[-0.28, -0.91, -1.09], [-0.05, 0.73, 1.27], [-1.36, 0.63, 0.02], [-2.42, 0.47, -1.10], [4.30, -0.01, 1.83], [0.19, 1.04, -1.55], [0.11, -0.90, 0.44], [-0.64, 1.18, -0.17], [0.95, 0.69, 1.15], [-0.05, -0.45, -0.08], [-2.66, -0.15, -1.65], [1.78, -0.23, 2.34], [1.81, -0.57, -1.28], [-0.89, 2.29, -0.18], [1.28, -1.74, 1.14], [-1.36, 1.25, -1.32], [2.08, -1.06, 0.42], [-0.12, 0.38, -1.03], [0.31, -0.20, 0.20], [-0.84, 0.08, -0.36], [-0.41, -0.25, -1.10], [-1.96, -0.85, -0.55], [-2.08, -0.50, 0.65], [2.17, 0.16, 0.30], [-0.25, 0.69, 0.79], [0.04, -0.96, 0.71], [0.33, -0.92, -0.71], [0.32, -0.21, -0.02], [0.05, 0.15, 0.43], [0.00, 0.01, -0.02], [-0.11, -0.12, -0.19], [0.02, 0.03, 0.09], [0.19, -0.53, 0.51], [-0.06, -0.10, -0.06], [0.08, 0.23, 0.13], [-0.10, 0.30, -0.53], [-0.04, -0.20, 0.09], [-0.30, 0.18, 0.85], [0.00, 0.05, -0.05], [-0.02, 0.02, -0.08], [-0.09, -0.03, -0.22], [0.08, 0.24, 0.00], [0.01, 0.08, -0.03]], "total_charge": -1, "e_tot_ha": -1771.157698, "max_force_ev_per_a": 4.676, "orbital_gap_ev": 4.61, "lumo_energy_ev": 1.8305}



Q: What is the formula in the second record?
A: C5H15NO2